An isolated molecule of C5H7N. Source: the OMol25 dataset; level of theory: ωB97M-V/def2-TZVPD.

E_HOMO (eV): -9.34
F_max (eV/A): 0.6
E_tot (eV): -6785.101

Geometry as XYZ:
```
13
C5H7N | the OMol25 dataset | ωB97M-V/def2-TZVPD
C 2.008 -0.579 -0.936
C 1.433 0.375 -0.478
C 0.509 1.258 0.244
N -0.672 0.533 0.757
C -0.681 -0.920 0.716
C -1.530 -0.132 -0.208
H 2.540 -1.412 -1.336
H 1.025 1.721 1.095
H 0.157 2.074 -0.400
H -1.072 -1.439 1.585
H 0.180 -1.396 0.249
H -2.602 -0.015 -0.053
H -1.216 -0.125 -1.253
```